This record from the Open Molecules 2025 dataset describes C6H9NO2 as an isolated structure. The level of theory is ωB97M-V/def2-TZVPD.

Values from the calculation:
lowest unoccupied orbital energy (alpha / beta)	0.23 / 0.18	eV
E	-439.14392	a.u.
frontier orbital gap (alpha / beta)	7.897 / 7.747	eV
ΔE to the lowest compared entry with this formula, charge and spin	347.73	kJ/mol

CARTESIAN COORDINATES (ANGSTROEM)
C: 0.662 -0.520 0.397
C: 0.103 -1.979 -0.861
C: -0.752 -0.046 0.107
C: -1.018 -0.995 -1.100
C: 1.396 -0.185 1.646
C: -0.867 1.474 -0.069
N: -0.011 1.993 -0.992
O: 1.305 -0.987 -0.630
O: -1.652 2.149 0.564
H: -0.030 -2.692 -0.039
H: -1.423 -0.311 0.925
H: 0.581 1.396 -1.549
H: -0.082 2.973 -1.212
H: -1.998 -1.463 -1.046
H: -0.927 -0.479 -2.059
H: 1.200 0.847 1.942
H: 1.046 -0.836 2.453
H: 2.467 -0.340 1.524